1.
Density functional theory data (ωB97M-V/def2-TZVPD) for a 3-piece molecular cluster, C2H10O2S2 overall at a distorted geometry.

The net charge is +1. The expectation value of S² is 0.755. Its energy above the lowest of the compared OMol25 structures with the same formula, charge and spin is 8.23 kcal per mole. As for the frontier orbital gap (spin up / spin down): 8.40 / 5.05 eV. As for the electronic energy: -1028.73761 Ha. As for the spin multiplicity: 2.

Geometry as XYZ:
```
16
C2H10O2S2 ωB97M-V/def2-TZVPD
C -1.768 0.470 -1.829
H -1.736 1.413 -2.381
O 4.735 -3.470 1.175
O 1.991 -2.467 1.896
H -1.760 3.802 0.656
H 1.807 -1.836 2.597
H 5.155 -4.338 1.133
H -0.823 0.234 -1.347
H -1.051 2.494 -0.353
S -3.145 0.396 -0.705
S -3.358 2.190 0.170
H 1.842 -2.006 1.067
H 4.050 -3.581 1.858
H -2.031 -0.279 -2.602
H -2.046 3.790 -1.110
C -1.863 3.187 -0.224
```

=====

2.
Density functional theory data (ωB97M-V/def2-TZVPD) for a 3-piece molecular cluster, C2H10O3 overall at a distorted geometry.

Its energy above the lowest of the compared OMol25 structures with the same formula, charge and spin is 9.45 kcal per mole. As for the frontier orbital gap: 9.70 eV. As for the electronic energy: -307.89106 Ha. As for the spin multiplicity: 1. As for the SMILES: CCO.O.O.

Geometry as XYZ:
```
15
C2H10O3 ωB97M-V/def2-TZVPD
H -3.314 0.040 1.410
H -0.751 -0.356 1.826
H -3.302 -1.054 0.084
H 0.897 0.495 -2.233
H -2.879 -1.498 1.863
H 0.275 -1.054 -0.198
O -0.581 -1.354 0.116
C -1.299 -0.488 0.893
C -2.780 -0.823 1.013
O 1.323 0.097 -1.474
H -1.313 0.540 0.529
H 4.055 1.417 -1.632
O 3.545 1.686 -0.868
H 4.153 1.607 -0.133
H 1.971 0.744 -1.195
```

=====

3.
Density functional theory data (ωB97M-V/def2-TZVPD) for a 4-piece molecular cluster, C2H10O4 overall at a distorted geometry.

The net charge is +1. The expectation value of S² is 0.757. Its energy above the lowest of the compared OMol25 structures with the same formula, charge and spin is 24.55 kcal per mole. As for the frontier orbital gap (spin up / spin down): 7.68 / 3.95 eV. As for the electronic energy: -382.77946 Ha. As for the spin multiplicity: 2.

Geometry as XYZ:
```
16
C2H10O4 ωB97M-V/def2-TZVPD
H -0.060 3.033 -0.865
O 2.736 -0.847 1.369
H -0.181 -2.493 1.360
C -0.417 2.037 -1.160
H 0.785 0.667 -0.009
O -2.269 -0.759 -0.206
O -1.569 1.946 -1.511
H -0.747 -1.229 0.830
H 0.029 -0.083 -1.392
C 0.455 0.850 -1.044
H -2.951 -0.132 0.047
O -0.076 -1.540 1.442
H 1.857 -0.950 1.756
H 3.300 -0.749 2.129
H -2.281 -0.813 -1.167
H 1.390 1.062 -1.580
```

=====

4.
Density functional theory data (ωB97M-V/def2-TZVPD) for a 2-piece molecular cluster, C2H11BN3O overall at a distorted geometry.

The net charge is +1. Its energy above the lowest of the compared OMol25 structures with the same formula, charge and spin is 51.03 kcal per mole. As for the frontier orbital gap: 9.13 eV. As for the electronic energy: -346.93777 Ha. As for the spin multiplicity: 1.

Geometry as XYZ:
```
18
C2H11BN3O ωB97M-V/def2-TZVPD
N -1.313 0.415 -0.929
H -1.599 1.052 -0.182
N 0.931 0.486 -2.000
H 1.035 -1.368 2.532
O -0.854 1.376 1.945
H -0.989 -1.593 -0.219
H 0.404 -1.522 -2.194
C 0.700 -0.831 -1.395
B -0.160 0.269 1.986
H 1.580 -1.254 -0.904
C -0.447 -0.676 -0.411
H -0.966 1.967 2.696
H 1.619 1.021 -1.481
N 0.632 -0.488 2.802
H 1.252 0.403 -2.958
H -2.137 0.110 -1.456
H -0.558 0.870 -1.585
H 0.870 -0.238 3.753
```

=====

5.
Density functional theory data (ωB97M-V/def2-TZVPD) for a 2-piece molecular cluster, C2H11BrO6P3 overall.

The net charge is -1. As for the frontier orbital gap: 6.75 eV. As for the electronic energy: -4132.54920 Ha. As for the spin multiplicity: 1.

Geometry as XYZ:
```
23
C2H11BrO6P3 ωB97M-V/def2-TZVPD
O -0.546 -0.306 3.275
O -1.394 -0.967 -3.011
Br 0.723 4.036 -0.762
H -1.212 -0.673 0.154
C -0.941 1.158 -1.358
O 1.873 0.419 3.120
O -1.856 1.329 -4.000
H -1.942 1.376 -0.978
H 0.334 1.167 0.684
P -1.019 0.612 -3.038
H -1.196 -0.969 3.017
H 1.328 -1.833 4.615
H 0.910 -0.384 -1.066
H 1.852 -1.510 0.820
H -0.341 2.092 -1.352
C 0.846 -1.253 1.163
H -1.384 -1.330 -2.122
H 0.233 -2.162 1.142
O 0.540 0.516 -3.453
H 0.995 1.345 -3.245
P 0.962 -0.688 2.829
P -0.022 0.064 -0.111
O 1.258 -2.039 3.676
```

=====

6.
Density functional theory data (ωB97M-V/def2-TZVPD) for a 2-piece molecular cluster, C2H11N2 overall at a distorted geometry.

The net charge is +1. Its energy above the lowest of the compared OMol25 structures with the same formula, charge and spin is 24.24 kcal per mole. As for the frontier orbital gap: 11.92 eV. As for the electronic energy: -192.04807 Ha. As for the spin multiplicity: 1.

Geometry as XYZ:
```
15
C2H11N2 ωB97M-V/def2-TZVPD
H -0.102 1.364 -1.738
H 0.704 0.748 0.959
N 0.394 0.367 0.072
H -1.827 -2.404 0.300
H 2.468 0.596 0.102
C -0.411 1.391 -0.692
H -1.414 -1.963 1.902
N -1.454 -1.711 0.924
H -0.141 2.405 -0.381
H -1.416 1.240 -0.325
H 1.927 -1.032 -0.217
H -0.237 -0.457 0.226
H 1.835 0.386 -1.527
H -2.104 -0.930 0.915
C 1.777 -0.001 -0.519
```

=====

7.
Density functional theory data (ωB97M-V/def2-TZVPD) for a 2-piece molecular cluster, C2H11N2 overall at a distorted geometry.

The net charge is +1. Its energy above the lowest of the compared OMol25 structures with the same formula, charge and spin is 23.39 kcal per mole. As for the frontier orbital gap: 12.32 eV. As for the electronic energy: -192.04942 Ha. As for the spin multiplicity: 1.

Geometry as XYZ:
```
15
C2H11N2 ωB97M-V/def2-TZVPD
H -0.026 1.844 -1.855
H -1.552 1.375 -2.064
H -0.364 0.482 -2.678
H -0.613 0.812 1.194
C -0.654 -1.376 1.036
H 1.650 1.222 0.466
H -1.694 -1.561 0.840
H -0.522 0.266 -0.373
N -0.635 0.969 -1.897
H 1.797 -0.315 1.600
C 1.392 0.151 0.669
H -0.517 -1.422 2.157
H 1.806 -0.363 -0.249
N -0.162 -0.036 0.632
H 0.092 -2.049 0.521
```

=====

8.
Density functional theory data (ωB97M-V/def2-TZVPD) for a 3-piece molecular cluster, C2H11N2O overall at a distorted geometry.

The expectation value of S² is 0.763. Its energy above the lowest of the compared OMol25 structures with the same formula, charge and spin is 11.07 kcal per mole. As for the frontier orbital gap (spin up / spin down): 10.18 / 5.77 eV. As for the electronic energy: -267.40775 Ha. As for the spin multiplicity: 2.

Geometry as XYZ:
```
16
C2H11N2O ωB97M-V/def2-TZVPD
H -2.370 -0.787 1.503
N -1.624 0.734 -1.519
H 1.824 -0.706 -1.246
H -1.925 0.499 -0.557
C 1.887 0.306 -0.798
O -1.770 -0.385 0.865
H -1.890 1.614 -1.951
H -2.022 0.073 -2.178
H 1.403 -1.578 1.500
C 1.229 0.321 0.593
H 1.332 0.820 -1.609
H -0.316 -0.988 1.097
H 1.826 0.932 1.274
H 2.920 0.689 -0.779
H 0.278 0.860 0.583
N 0.758 -1.003 0.969
```

=====

9.
Density functional theory data (ωB97M-V/def2-TZVPD) for a 3-piece molecular cluster, C2H11N2O2 overall at a distorted geometry.

The expectation value of S² is 0.752. Its energy above the lowest of the compared OMol25 structures with the same formula, charge and spin is 85.05 kcal per mole. As for the frontier orbital gap (spin up / spin down): 3.87 / 7.93 eV. As for the electronic energy: -342.58671 Ha. As for the spin multiplicity: 2.

Geometry as XYZ:
```
17
C2H11N2O2 ωB97M-V/def2-TZVPD
H -1.122 -0.259 -1.648
H -0.075 1.568 -2.926
C -0.131 0.128 -1.742
H 1.398 1.016 -0.334
N 0.451 -0.734 0.406
O -2.651 -0.071 1.735
O 1.621 -0.436 3.097
C 0.600 0.215 -0.538
H 2.430 -0.076 3.314
H -3.485 0.141 1.238
H 0.820 0.047 3.537
H -2.928 -0.861 2.220
N 0.464 0.687 -2.985
H -0.396 -1.273 0.258
H 1.193 -0.988 1.032
H 0.344 0.024 -3.850
H 1.467 0.870 -2.815
```

=====

10.
Density functional theory data (ωB97M-V/def2-TZVPD) for a 3-piece molecular cluster, C2H11N2O2 overall at a distorted geometry.

The net charge is +1. Its energy above the lowest of the compared OMol25 structures with the same formula, charge and spin is 34.49 kcal per mole. As for the frontier orbital gap: 9.71 eV. As for the electronic energy: -342.53348 Ha. As for the spin multiplicity: 1.

Geometry as XYZ:
```
17
C2H11N2O2 ωB97M-V/def2-TZVPD
O -2.720 0.600 -1.174
H -0.030 1.259 -0.487
H 1.584 0.164 0.772
N 0.021 0.245 -0.733
H 1.156 3.213 -0.542
H 0.545 0.306 -1.622
C 0.495 -1.670 0.688
H 1.324 -3.372 1.506
H 2.248 -2.018 1.605
H 0.514 3.226 0.855
H -3.219 0.005 -1.751
O 0.381 2.934 -0.027
H -0.394 -2.222 0.402
N 1.298 -2.361 1.573
C 0.780 -0.413 0.348
H -0.758 -0.330 -1.054
H -3.226 0.433 -0.358
```

=====

11.
Density functional theory data (ωB97M-V/def2-TZVPD) for a 3-piece molecular cluster, C2H11N2O2 overall.

The net charge is +1. Its energy above the lowest of the compared OMol25 structures with the same formula, charge and spin is 0.00 kcal per mole. As for the frontier orbital gap: 11.76 eV. As for the electronic energy: -342.58844 Ha. As for the spin multiplicity: 1.

Geometry as XYZ:
```
17
C2H11N2O2 ωB97M-V/def2-TZVPD
H -0.917 1.888 2.135
C 0.459 0.213 0.462
H 2.066 -0.601 -0.442
C -1.470 1.089 1.654
H 1.051 0.309 1.372
N 1.090 -0.313 -0.559
H -3.098 0.388 -2.272
H -1.363 0.325 -0.341
H 0.656 -0.466 -1.455
H 4.229 -1.106 -1.264
O 3.841 -1.118 -0.382
H 4.064 -1.959 0.029
N -0.772 0.629 0.438
O -2.644 -0.110 -1.582
H -2.436 1.494 1.359
H -3.131 -0.940 -1.518
H -1.624 0.280 2.366
```

=====

12.
Density functional theory data (ωB97M-V/def2-TZVPD) for a 2-piece molecular cluster, C2H11N3O overall at a distorted geometry.

Its energy above the lowest of the compared OMol25 structures with the same formula, charge and spin is 40.48 kcal per mole. As for the frontier orbital gap: 9.81 eV. As for the electronic energy: -322.22022 Ha. As for the spin multiplicity: 1. As for the SMILES: NCN.NCO.

Geometry as XYZ:
```
17
C2H11N3O ωB97M-V/def2-TZVPD
C 1.885 0.990 0.668
H 2.631 0.041 0.779
H 2.015 1.756 2.627
N -1.261 -1.004 0.195
C -1.718 -1.584 -1.017
H -0.859 -1.798 -1.564
H -2.217 -1.061 -2.842
H -2.520 0.148 -1.734
H -2.092 -0.868 0.861
H 1.187 0.928 -0.250
N 1.307 1.230 1.999
H -2.367 -2.501 -0.855
H -0.352 -1.282 0.520
O 2.913 2.165 0.588
H 3.531 1.881 -0.141
N -2.622 -0.867 -1.886
H 0.540 1.827 2.052
```

=====

13.
Density functional theory data (ωB97M-V/def2-TZVPD) for an isolated ion of composition C2H11N3P and charge +1 at a distorted geometry.

The net charge is +1. Its energy above the lowest of the compared OMol25 structures with the same formula, charge and spin is 25.49 kcal per mole. As for the frontier orbital gap: 10.35 eV. As for the electronic energy: -588.12115 Ha. As for the spin multiplicity: 1. As for the SMILES: NC[C@](N)([NH3+])P.

Geometry as XYZ:
```
17
C2H11N3P ωB97M-V/def2-TZVPD
H -0.364 2.202 -0.412
H 1.867 0.139 -1.614
H -1.486 0.934 0.109
N -1.329 -0.086 1.455
N 1.592 0.416 -0.701
H -1.363 0.059 2.394
N -0.753 1.256 -0.538
H -1.178 1.042 -1.457
C 0.314 0.061 -0.262
H 2.348 0.606 -0.021
P -0.315 -1.466 -1.306
H 0.922 -2.211 -0.983
C 0.088 -0.161 1.240
H -1.728 -1.145 1.465
H 0.063 -0.913 -2.509
H 0.584 -1.193 1.251
H 0.738 0.460 1.889
```

=====

14.
Density functional theory data (ωB97M-V/def2-TZVPD) for a 2-piece molecular cluster, C2H11N4 overall at a distorted geometry.

The net charge is +1. Its energy above the lowest of the compared OMol25 structures with the same formula, charge and spin is 9.70 kcal per mole. As for the frontier orbital gap: 10.58 eV. As for the electronic energy: -301.61620 Ha. As for the spin multiplicity: 1.

Geometry as XYZ:
```
17
C2H11N4 ωB97M-V/def2-TZVPD
N -1.722 0.277 0.926
H -1.424 0.305 -0.086
H 1.862 -1.468 -1.322
H -1.744 -1.129 2.537
H -1.084 0.911 1.409
N -0.183 0.082 -1.425
N 1.874 -0.742 -0.620
H 0.612 2.141 -0.428
H 1.959 1.564 0.379
H -0.310 -0.838 -1.823
N 1.036 1.352 0.038
H -2.684 0.592 1.042
H -2.175 -1.785 0.913
H -0.504 -1.398 1.382
H 2.801 -0.400 -0.427
C 0.899 0.214 -0.742
C -1.548 -1.096 1.468
```

=====

15.
Density functional theory data (ωB97M-V/def2-TZVPD) for a 2-piece molecular cluster, C2H11N4 overall.

The net charge is +1. Its energy above the lowest of the compared OMol25 structures with the same formula, charge and spin is 22.05 kcal per mole. As for the frontier orbital gap: 9.31 eV. As for the electronic energy: -301.59651 Ha. As for the spin multiplicity: 1.

Geometry as XYZ:
```
17
C2H11N4 ωB97M-V/def2-TZVPD
C -1.752 0.050 0.588
H 1.336 0.564 -1.256
C 1.962 0.111 -0.496
H -1.682 -0.716 -1.301
H -1.770 0.899 -1.289
H -1.327 0.927 1.085
H -3.579 0.907 0.632
N 1.455 -0.058 0.688
H 3.736 -0.866 -0.286
H 3.525 0.019 -1.756
H 1.987 -0.408 1.471
H -1.264 -0.838 1.005
N 3.195 -0.213 -0.833
H -3.634 -0.678 0.381
N -3.152 0.033 0.923
N -1.324 0.110 -0.824
H 0.483 0.194 0.811
```